C15H25N3O4 | ωB97M-V/def2-TZVPD

Its total charge is 0. As for the multiplicity: 1. The value obtained for the orbital gap is 9.782 eV. The value obtained for the LUMO energy is 0.73 eV. The SMILES is CCNC(=O)N1[C@H](CC(=O)OCC)C(=O)N[C@@H]2CCCC[C@@H]21.

Last column: Mulliken charge in e.
Geometry (Å):
C  -2.808  -3.514  -0.712  -1.0487
C  -1.977  -3.299  0.549  -0.6713
N  -1.252  -2.050  0.504  0.0684
C  0.095  -2.026  0.330  0.8017
O  0.780  -3.033  0.348  -0.7400
N  0.665  -0.780  0.161  0.2115
C  -0.086  0.452  0.186  -0.0086
C  -0.848  0.699  -1.141  -0.6305
C  -2.262  1.208  -0.961  0.2303
O  -2.786  2.026  -1.662  -0.6175
O  -2.887  0.576  0.048  -0.2933
C  -4.219  1.002  0.355  -0.3562
C  -4.206  2.231  1.251  -1.2012
C  0.752  1.694  0.517  -0.4164
O  0.287  2.806  0.370  -0.7121
N  1.980  1.489  1.017  -0.0226
C  2.649  0.210  1.118  0.1857
C  4.162  0.383  0.995  -1.1596
C  4.559  0.863  -0.399  -0.4977
C  4.036  -0.100  -1.460  -0.9152
C  2.516  -0.197  -1.374  -0.5133
C  2.102  -0.698  0.012  -1.0944
H  -2.162  -3.553  -1.586  0.2756
H  -3.522  -2.702  -0.841  0.2435
H  -3.356  -4.450  -0.644  0.4020
H  -1.233  -4.091  0.656  0.4342
H  -2.627  -3.300  1.431  0.3296
H  -1.811  -1.225  0.358  0.1160
H  -0.812  0.407  1.010  0.9343
H  -0.906  -0.242  -1.694  0.4773
H  -0.325  1.428  -1.762  0.4122
H  -4.742  1.219  -0.581  0.3598
H  -4.682  0.148  0.854  0.3435
H  -3.714  3.055  0.740  0.3235
H  -3.670  2.021  2.174  0.2967
H  -5.226  2.519  1.489  0.4131
H  2.497  2.318  1.276  0.3411
H  2.414  -0.244  2.093  0.1362
H  4.632  -0.582  1.194  0.4169
H  4.511  1.088  1.753  0.4130
H  5.646  0.937  -0.462  0.3553
H  4.145  1.857  -0.580  0.3525
H  4.327  0.247  -2.453  0.4098
H  4.474  -1.088  -1.306  0.3924
H  2.136  -0.888  -2.127  0.3615
H  2.080  0.786  -1.562  0.1628
H  2.478  -1.716  0.157  0.6981